Entry 1:
Formula: C44H42AlF4N14OP
Source: the OMol25 dataset
Level of theory: the ωB97M-V functional and the def2-TZVPD basis

Calculated values
* HOMO-LUMO gap (alpha / beta): 4.3 / 4.3 eV
* maximum force: 1.369 eV/Å
* energy above the lowest of the compared OMol25 structures with the same formula, charge and spin: 96.5 kJ/mol
* net charge: +2
* 2S+1: 1

```
107
Properties=species:S:1:pos:R:3:forces:R:3
Al -0.185879 -0.286391 0.734943 -1.06 0.34 0.80
C 1.163236 6.197778 0.911089 -0.09 -0.18 -0.01
C 0.624590 4.822526 1.232635 0.02 0.18 0.11
C 0.735358 4.271678 2.510648 -0.09 0.00 0.07
C 0.229361 3.014352 2.804818 0.01 0.09 0.03
C -0.443061 2.253552 1.837987 -0.23 -0.20 0.18
N -0.902582 0.944452 2.049215 0.28 0.12 0.07
C -1.683293 0.678478 3.187303 0.14 0.02 -0.31
C -2.403907 1.679659 3.856413 -0.05 0.01 -0.05
C -3.251189 1.393710 4.907174 0.01 0.10 -0.01
C -3.450866 0.085775 5.348903 -0.15 0.09 0.20
C -4.426517 -0.228695 6.456641 0.06 0.07 -0.14
C -2.748015 -0.905839 4.700762 0.06 -0.31 -0.03
C -1.870311 -0.621861 3.655793 0.09 -0.12 -0.05
N -1.135756 -1.727640 3.100430 0.10 0.14 0.12
C -0.817571 -2.860197 3.743945 -0.01 0.05 0.00
C -0.195518 -3.715929 2.854359 0.07 -0.07 -0.05
C -0.156281 -3.014502 1.664216 -0.18 -0.02 -0.02
N -0.721984 -1.798727 1.806794 0.23 -0.28 -0.12
C -0.558785 2.824324 0.564084 -0.20 -0.02 -0.08
C -0.030766 4.072752 0.263406 -0.07 -0.06 -0.16
N -1.350470 2.136294 -0.412740 0.08 0.08 0.16
C -2.280657 2.664949 -1.232353 0.03 -0.05 0.04
C -2.914173 1.627365 -1.878085 -0.05 -0.07 -0.05
C -2.309934 0.472597 -1.384456 -0.02 0.06 0.04
N -1.359643 0.779947 -0.496313 0.17 0.08 -0.31
H 1.592967 6.667118 1.794191 0.01 0.00 -0.01
H 0.370779 6.846166 0.534561 0.02 0.00 0.03
H 1.937160 6.155658 0.138428 -0.07 0.01 0.03
H 1.246878 4.831042 3.288520 -0.06 -0.04 -0.04
H 0.348403 2.600292 3.801277 -0.03 0.04 -0.05
H -2.310945 2.703372 3.519767 -0.01 0.00 0.00
H -3.793826 2.203705 5.384569 0.06 -0.04 -0.05
H -4.363316 0.511963 7.253794 0.03 -0.03 -0.01
H -4.246729 -1.214149 6.885221 0.01 0.03 -0.01
H -5.451189 -0.209794 6.079202 0.02 -0.01 0.00
H -2.899172 -1.935743 5.009220 0.01 0.09 -0.08
H -1.035399 -2.991743 4.791356 -0.03 0.06 -0.09
H 0.189112 -4.703139 3.058116 -0.08 0.10 -0.03
H 0.225829 -3.313248 0.701708 -0.01 0.06 0.06
H -0.148284 4.472408 -0.741402 -0.01 -0.04 0.06
H -2.448329 3.730307 -1.282029 0.06 -0.09 0.06
H -3.719818 1.698838 -2.592368 0.10 -0.02 0.09
H -2.516264 -0.562118 -1.605498 0.04 0.02 -0.01
F 1.913478 1.950561 -0.879422 -0.33 -0.72 0.00
C 2.734708 2.969745 -0.681054 0.35 0.35 0.04
C 2.991019 3.771374 -1.719499 0.25 0.09 0.29
F 2.415883 3.487785 -2.864591 -0.19 0.01 -0.46
C 3.882287 4.911345 -1.618241 0.08 0.14 -0.25
C 4.418957 5.133519 -0.288224 -0.14 -0.25 -0.13
C 4.152336 4.323022 0.746411 -0.16 -0.14 -0.20
F 4.686173 4.599004 1.913440 0.14 0.05 0.41
C 3.307336 3.158450 0.626504 -0.03 -0.22 0.19
C 3.081345 2.311944 1.682296 0.09 -0.13 0.20
C 2.243594 1.154347 1.604339 0.63 0.96 -0.22
N 1.574114 0.226166 1.541992 0.01 -0.43 -0.27
C 3.589057 2.538767 3.007274 0.01 -0.10 0.35
N 3.928160 2.649410 4.102822 -0.15 -0.07 -0.42
F 5.195686 6.163665 -0.086726 0.24 0.35 0.02
C 4.208004 5.697051 -2.682532 -0.03 0.02 -0.05
C 3.667950 5.483780 -3.999600 -0.06 -0.04 -0.01
N 3.229291 5.322211 -5.050233 0.13 0.07 0.19
C 5.119000 6.802889 -2.595519 0.10 0.18 -0.09
N 5.843067 7.697395 -2.597245 -0.20 -0.24 -0.01
C 0.432657 -0.406860 -3.239014 0.18 -0.02 -0.02
N 1.630402 -1.003577 -2.653932 0.01 0.14 -0.13
C 2.740914 -1.169435 -3.603700 -0.05 -0.03 0.04
C 3.719387 -2.210856 -3.120556 -0.06 -0.01 0.11
C 4.077103 -1.892469 -1.687226 -0.08 -0.02 -0.04
N 2.860842 -1.812222 -0.862709 0.10 0.11 0.08
C 3.009362 -2.334237 0.496115 0.06 0.03 -0.19
C 1.722405 -1.298619 -1.354133 0.14 -0.13 0.01
O 0.697414 -1.122014 -0.596590 -0.02 -0.06 0.11
H 0.015925 -1.082683 -3.986463 0.01 -0.01 0.00
H 0.695463 0.533629 -3.727876 0.01 -0.01 0.02
H -0.303797 -0.219379 -2.477551 -0.05 0.00 0.07
H 3.233267 -0.203393 -3.742993 -0.01 0.04 0.00
H 2.309805 -1.456441 -4.560306 -0.06 0.00 -0.04
H 4.612513 -2.204786 -3.742099 0.00 -0.02 -0.03
H 3.269981 -3.203927 -3.175677 0.03 -0.02 -0.02
H 4.619129 -0.943588 -1.625484 0.01 -0.02 0.04
H 4.712543 -2.666420 -1.264837 0.00 -0.02 0.06
H 3.141231 -3.416821 0.460492 0.02 -0.01 -0.02
H 2.152910 -2.102430 1.105612 -0.12 0.04 0.05
H 3.892431 -1.893845 0.959894 -0.01 0.02 -0.02
C -2.277082 -5.742315 -3.056608 -0.08 0.28 0.22
N -2.776785 -4.472398 -3.585977 -0.03 -0.08 -0.28
C -4.200173 -4.358345 -3.256214 0.28 0.06 0.26
N -4.452822 -4.454822 -1.818961 -0.29 -0.06 -0.01
C -3.910426 -5.719074 -1.321748 0.23 0.31 -0.08
N -2.481981 -5.871519 -1.612973 0.02 -0.26 0.01
C -1.665925 -4.933590 -0.860289 -0.08 0.26 -0.10
P -2.058522 -3.126812 -1.226253 -0.32 -0.34 -0.31
C -2.008167 -3.336591 -3.100049 -0.01 -0.05 0.32
C -3.929687 -3.308590 -1.092459 0.35 -0.07 -0.07
H -1.213617 -5.837840 -3.283376 0.01 0.00 0.01
H -2.813401 -6.551419 -3.551210 -0.01 -0.03 -0.02
H -4.729930 -5.169928 -3.753093 -0.02 -0.02 -0.03
H -4.584531 -3.407647 -3.629825 -0.01 0.00 0.00
H -4.446942 -6.536171 -1.802210 -0.01 -0.03 -0.01
H -4.066114 -5.779082 -0.243362 -0.02 -0.02 0.00
H -0.611707 -5.106821 -1.101764 0.00 -0.03 0.04
H -1.795693 -5.112560 0.210387 0.00 -0.03 0.01
H -0.961115 -3.459405 -3.397580 -0.02 0.02 -0.05
H -2.382374 -2.421576 -3.569909 0.01 0.00 -0.03
H -4.393599 -2.397432 -1.479528 -0.05 0.02 0.03
H -4.196005 -3.389473 -0.036410 -0.04 0.01 0.01
```
Forces are in eV/Å.



Entry 2:
Formula: C42H41HgNO4P2
Source: the OMol25 dataset
Level of theory: the ωB97M-V functional and the def2-TZVPD basis

Calculated values
* HOMO-LUMO gap: 6.1 eV
* maximum force: 3.016 eV/Å
* 2S+1: 1

```
91
Properties=species:S:1:pos:R:3:forces:R:3
Hg 0.049412 -0.013240 -0.063495 0.01 0.06 1.38
C -1.893250 0.843369 -7.432828 -0.43 -0.23 0.21
C -1.908296 -0.428137 -7.016198 -0.38 0.24 -0.32
C -1.057008 -1.564629 -7.514284 0.26 -0.12 0.06
C 0.288376 -1.178829 -8.162040 -0.03 -0.54 -0.27
C 1.200363 -0.347230 -7.302627 0.40 0.16 0.06
C 1.222782 0.984210 -7.197272 0.40 -0.14 -0.23
C 0.361021 1.979899 -7.922488 -0.32 0.17 0.01
C -0.988826 1.461929 -8.462423 0.03 0.43 -0.39
C 1.594982 0.515918 1.397815 -0.25 -0.05 0.36
H -2.663222 1.533260 -7.059619 0.36 -0.39 0.18
H -2.687859 -0.741775 -6.310583 0.21 0.29 -0.14
H -1.619441 -2.159491 -8.257987 0.05 0.19 0.32
H -0.869431 -2.246343 -6.667594 0.01 0.12 -0.21
H 0.816651 -2.121253 -8.385701 -0.18 0.30 0.02
H 0.098723 -0.706514 -9.131909 0.21 -0.25 0.32
H 1.973854 -0.936699 -6.790490 -0.31 0.40 0.06
H 2.013057 1.459755 -6.603359 -0.24 -0.34 -0.08
H 0.915438 2.403740 -8.780166 -0.03 -0.13 0.34
H 0.174793 2.827911 -7.242218 0.01 -0.22 -0.17
H -1.519347 2.334564 -8.879627 0.19 -0.29 0.07
H -0.808290 0.788756 -9.307579 -0.20 0.31 0.25
H 1.312023 1.452427 1.899699 0.16 -0.25 -0.07
H 2.586201 0.607614 0.934171 -0.23 -0.04 0.13
H 1.614399 -0.296018 2.139428 0.02 0.30 -0.17
P -1.586324 -0.589064 -1.885136 -0.12 0.42 1.47
P 1.712445 0.007328 -1.963408 0.40 -0.02 0.69
C -0.568630 -0.774768 -3.344882 1.12 0.18 -0.72
C 0.788239 -0.626954 -3.347783 -0.64 -0.32 -1.03
C -2.509138 -2.125065 -1.644990 -0.26 -0.63 -0.40
C -2.872316 -2.941781 -2.730533 -0.17 0.02 0.40
C -3.620128 -4.100838 -2.509267 0.07 0.08 -0.12
C -3.981786 -4.474909 -1.213344 0.16 0.31 0.15
C -3.590957 -3.684169 -0.126821 -0.01 0.01 -0.37
C -2.854770 -2.519080 -0.341460 0.08 0.24 -0.07
C -2.778704 0.759673 -2.143732 -0.45 0.34 -0.43
C -2.325501 2.094887 -2.132356 -0.30 -0.33 -0.02
C -3.226518 3.141238 -2.339896 -0.01 -0.15 -0.03
C -4.580493 2.874077 -2.577052 0.20 -0.30 0.10
C -5.036306 1.551465 -2.579000 0.17 0.22 0.11
C -4.145392 0.502435 -2.345248 0.22 0.11 -0.03
C 3.166059 -1.006134 -1.602289 0.59 -0.13 -0.47
C 2.994067 -2.276241 -1.013646 0.07 0.41 -0.25
C 4.102661 -3.088686 -0.778260 0.07 0.10 -0.06
C 5.388096 -2.641917 -1.104173 -0.25 0.22 -0.03
C 5.566765 -1.362601 -1.642261 -0.10 -0.08 0.19
C 4.465592 -0.539958 -1.874530 -0.16 -0.29 0.04
C 2.232402 1.702478 -2.294210 0.07 0.26 -0.78
C 2.391513 2.630428 -1.246599 0.06 -0.23 -0.18
C 2.856435 3.916165 -1.526306 -0.01 -0.10 -0.32
C 3.130988 4.290748 -2.847796 -0.06 -0.17 0.13
C 2.929732 3.385333 -3.893979 -0.11 0.00 0.05
C 2.463695 2.100445 -3.622672 0.18 0.25 0.38
H -1.107281 -1.015364 -4.270262 0.48 -0.14 0.16
H 1.391013 -0.889831 -4.225803 -0.64 0.01 -0.11
H -2.572589 -2.660291 -3.738692 -0.17 -0.14 0.13
H -3.933448 -4.708508 -3.359680 0.15 0.13 0.24
H -4.561074 -5.382984 -1.043114 0.15 0.25 -0.09
H -3.861931 -3.966607 0.889078 0.11 0.05 -0.23
H -2.528581 -1.911917 0.503521 -0.07 -0.12 -0.14
H -1.269968 2.301864 -1.942804 -0.23 0.03 -0.07
H -2.874546 4.174227 -2.311140 -0.08 -0.33 -0.02
H -5.280267 3.696024 -2.735098 0.21 -0.24 0.02
H -6.093139 1.338683 -2.749291 0.32 0.05 0.08
H -4.515094 -0.522180 -2.305565 0.10 0.23 -0.08
H 1.990224 -2.604440 -0.735080 0.27 -0.01 -0.08
H 3.963815 -4.075510 -0.334511 0.04 0.30 -0.10
H 6.251556 -3.279069 -0.915547 -0.22 0.14 -0.06
H 6.568445 -1.000096 -1.875864 -0.26 -0.11 0.09
H 4.606462 0.470051 -2.261927 -0.02 -0.30 -0.01
H 2.154921 2.337290 -0.222114 0.15 0.09 -0.32
H 3.013939 4.623652 -0.711160 -0.10 -0.18 -0.24
H 3.493167 5.296197 -3.061516 -0.06 -0.26 0.05
H 3.143806 3.670107 -4.926006 -0.09 0.00 0.31
H 2.281978 1.394921 -4.431993 0.13 0.17 0.15
O -0.668719 -1.939170 2.199049 -0.56 0.90 0.18
C -1.181207 -0.848901 2.547731 0.01 0.73 -1.04
O -1.518220 0.122344 1.756276 -0.26 -1.44 1.40
C -1.355579 -0.560314 4.034492 0.15 0.20 0.84
C -1.763333 0.712300 4.491968 0.15 -0.44 -0.07
C -1.802417 1.008108 5.850877 0.10 -0.43 0.35
C -1.443265 0.020879 6.792957 0.07 -0.42 -2.31
C -1.054242 -1.265347 6.352001 -0.20 0.57 0.30
C -1.005366 -1.537392 4.988184 -0.15 0.39 -0.21
N -1.449541 0.351934 8.176186 -0.18 0.57 2.96
O -1.791293 1.508644 8.514463 0.65 -2.07 -0.63
O -1.126692 -0.530860 9.001791 -0.52 1.51 -1.48
H -2.026901 1.486410 3.771757 0.09 -0.33 0.09
H -2.104766 1.996321 6.194166 0.12 -0.32 -0.04
H -0.789398 -2.033905 7.075964 -0.05 0.30 -0.12
H -0.667501 -2.512794 4.639011 -0.13 0.28 0.03
```
Forces are in eV/Å.



Entry 3:
Formula: C10H17N6O2
Source: the OMol25 dataset
Level of theory: the ωB97M-V functional and the def2-TZVPD basis

Calculated values
* HOMO-LUMO gap: 9.4 eV
* maximum force: 2.812 eV/Å
* net charge: +1
* 2S+1: 1

```
35
Properties=species:S:1:pos:R:3:forces:R:3
C 0.544876 -2.930021 0.708312 -0.93 -0.13 0.16
C -0.632371 -2.173094 0.095572 0.84 -0.60 -0.07
N -0.882987 -2.194616 -1.144150 -0.10 0.42 0.28
C -1.514202 -1.421376 1.079735 0.35 0.19 -0.16
N -1.789597 -0.044816 0.698665 -0.85 -0.05 -0.52
C -3.157558 0.428394 0.748461 -0.51 0.32 0.20
C -3.526392 0.748853 2.181965 0.64 -0.06 1.64
O -2.855940 0.372138 3.127301 -0.45 0.16 -1.02
O -4.628262 1.482810 2.356010 0.14 -0.35 -0.70
C -0.861711 0.831341 0.353334 1.30 0.23 -0.20
N -1.021110 2.115718 0.026817 -1.09 0.59 0.18
C 0.176432 2.627811 -0.219473 -0.54 -1.11 0.29
N 1.097913 1.685101 -0.089137 0.52 2.56 -1.04
N 2.495771 1.742806 -0.274047 0.01 -1.73 0.81
C 2.848331 1.090549 -1.334391 -0.02 0.25 -0.42
C 4.196839 0.432597 -1.349566 0.04 0.83 -0.31
C 1.969917 0.927226 -2.552301 0.26 -0.79 0.32
N 0.467806 0.559256 0.282583 0.00 -1.03 0.23
H 1.453000 -2.326407 0.747925 0.05 0.02 0.17
H 0.252099 -3.242667 1.709962 0.37 0.06 0.17
H 0.754518 -3.838954 0.150780 0.10 0.06 -0.20
H -0.179639 -2.778621 -1.594675 -0.14 -0.02 -0.30
H -2.466914 -1.942748 1.115796 -0.09 0.00 0.08
H -1.088993 -1.453182 2.082531 0.01 0.06 0.05
H -3.847368 -0.326819 0.374664 0.09 -0.18 -0.03
H -3.304934 1.301802 0.119897 0.16 0.10 0.00
H -4.759819 1.532804 3.313183 -0.09 0.13 0.15
H 0.349188 3.655229 -0.479242 0.32 0.05 -0.09
H 5.017452 1.151559 -1.375864 -0.03 0.10 0.15
H 4.279133 -0.162886 -2.251377 0.11 -0.26 0.10
H 4.294543 -0.158010 -0.443637 0.13 -0.10 -0.01
H 1.651644 1.889522 -2.943713 -0.27 0.07 0.22
H 2.530108 0.426181 -3.334339 0.06 0.01 -0.07
H 1.129323 0.269870 -2.319062 -0.29 0.24 -0.16
H 1.008896 -0.277357 0.431490 -0.09 -0.04 0.09
```
Forces are in eV/Å.



Question: Number 2 is which compound?
Answer: C42H41HgNO4P2